The following is a DFT calculation (ωB97M-V with the def2-TZVPD basis set) of one molecule with the formula C4H5ClN2S at a distorted geometry.

Structure (XYZ):
```
13
Properties=species:S:1:pos:R:3:forces:R:3
C 1.563464 -0.060836 0.421275 -0.564 0.373 -0.244
C 1.078740 -0.732256 -0.670908 -0.436 0.847 0.018
C -0.599317 0.647644 0.999581 -1.107 -0.467 1.356
C -1.093479 -0.538037 0.200709 0.069 0.620 0.431
N 0.792369 0.435040 1.335591 -0.813 1.043 0.879
N -0.267693 -0.951600 -0.712332 1.225 -0.423 -0.628
S -1.011874 2.142135 -0.038078 -0.372 0.537 1.093
Cl -2.599424 -1.332481 0.071193 -0.685 0.403 0.639
H 2.615780 0.144273 0.470821 0.536 -0.427 0.441
H 1.716342 -0.974427 -1.451016 0.497 -0.762 -1.561
H -1.182355 0.910608 1.955780 0.757 -0.905 -1.489
H -0.667821 -1.423054 -1.511656 0.151 -0.503 0.165
H -0.344729 1.732991 -1.070954 0.741 -0.335 -1.102
```
Positions in Å, forces in eV/Å.

## Properties
- Energy above the lowest of the compared OMol25 structures with the same formula, charge and spin: 53.7 kcal per mole
- F_max: 1.9 eV/Å
- Charge: 0
- Lowest unoccupied orbital energy (alpha / beta): 0.013 / 0.015 eV
- HOMO-LUMO gap (alpha / beta): 0.279 / 0.279 Ha
- Spin multiplicity: 1

For each atom in turn, the Mulliken charge in e is:
1 C -0.0042
2 C -0.4732
3 C -0.1261
4 C 0.2064
5 N -0.6068
6 N -0.0499
7 S -0.2021
8 Cl -0.1858
9 H 0.3603
10 H 0.3979
11 H 0.3475
12 H 0.2306
13 H 0.1053


The following is a DFT calculation (ωB97M-V with the def2-TZVPD basis set) of one molecule with the formula C4H5ClN2S at a distorted geometry.

Structure (XYZ):
```
13
Properties=species:S:1:pos:R:3:forces:R:3
C 1.318723 0.017276 -0.168152 -0.420 -1.316 -1.214
C -0.084864 0.547583 0.103946 -0.749 -0.185 0.253
C -1.060221 -0.521084 0.495385 -0.266 -0.130 -0.280
C -2.413165 -0.594786 0.360671 1.045 0.445 -0.152
H 3.180103 0.753926 -0.540334 -0.316 -0.384 0.199
H 2.046639 1.876575 0.028670 0.146 -0.856 0.159
H 0.580201 -1.621927 -0.784080 0.925 0.188 0.148
H -0.539219 -1.417962 0.896123 -0.764 0.650 -0.021
H -2.971214 -1.452817 0.738804 0.248 0.275 -0.196
N 2.334939 0.886564 0.004472 0.406 1.646 0.071
N 1.507716 -1.169086 -0.662882 -1.087 0.846 0.438
S -0.450655 2.132479 -0.024840 0.183 -0.587 0.053
Cl -3.448985 0.563255 -0.447787 0.649 -0.593 0.541
```
Positions in Å, forces in eV/Å.

## Properties
- Energy above the lowest of the compared OMol25 structures with the same formula, charge and spin: 27.2 kcal per mole
- F_max: 1.8 eV/Å
- Charge: 0
- Lowest unoccupied orbital energy: -1.421 eV
- HOMO-LUMO gap: 0.283 Ha
- Spin multiplicity: 1

For each atom in turn, the Mulliken charge in e is:
1 C 0.4844
2 C 0.3270
3 C -0.3794
4 C -0.3540
5 H 0.2855
6 H 0.1956
7 H 0.2678
8 H 0.3781
9 H 0.3435
10 N -0.4450
11 N -0.6972
12 S -0.2746
13 Cl -0.1318


The following is a DFT calculation (ωB97M-V with the def2-TZVPD basis set) of one molecule with the formula C4H5ClO at a distorted geometry.

Structure (XYZ):
```
11
Properties=species:S:1:pos:R:3:forces:R:3
C -2.301609 0.542318 0.050039 -0.154 0.264 -0.139
C -0.991556 0.678141 -0.023921 1.022 -0.670 0.110
C 1.184370 -0.096022 -0.025651 3.338 -0.192 -0.187
C 2.158492 -1.030709 0.021071 -1.059 0.856 0.010
H -2.918438 1.451410 0.120918 0.180 -0.811 -0.167
H -0.565532 1.676945 -0.089572 0.159 -0.235 0.164
H 1.434000 0.974190 -0.128514 -0.097 -0.526 0.283
H 3.173740 -0.690482 0.098611 0.217 0.061 -0.188
H 1.974156 -2.101551 0.011406 -0.157 0.262 0.148
O -0.092063 -0.399642 -0.017988 -3.286 0.800 -0.219
Cl -3.055561 -1.004599 -0.016404 -0.163 0.192 0.185
```
Positions in Å, forces in eV/Å.

## Properties
- Energy above the lowest of the compared OMol25 structures with the same formula, charge and spin: 26.5 kcal per mole
- F_max: 3.4 eV/Å
- Charge: 0
- Lowest unoccupied orbital energy: 0.919 eV
- HOMO-LUMO gap: 0.352 Ha
- Spin multiplicity: 1

For each atom in turn, the Mulliken charge in e is:
1 C -0.2379
2 C -0.0109
3 C 0.2690
4 C -0.8036
5 H 0.3109
6 H 0.2072
7 H 0.1570
8 H 0.2422
9 H 0.2632
10 O -0.2401
11 Cl -0.1569


The following is a DFT calculation (ωB97M-V with the def2-TZVPD basis set) of a 2-piece molecular cluster, C4H5ClO2 overall at a distorted geometry.

Structure (XYZ):
```
12
Properties=species:S:1:pos:R:3:forces:R:3
C -0.953805 0.621040 -3.073716 -0.115 -0.313 -0.299
C -0.693604 -0.886951 0.131414 -2.338 1.598 0.180
C -0.036044 -0.823679 1.449460 -0.495 1.268 0.902
C 0.912711 0.278310 1.823219 -0.157 -0.267 -0.283
O -0.616827 0.627989 -4.205109 -0.122 -0.033 -0.030
O 0.320509 -1.637823 0.317994 2.969 -2.726 -0.934
Cl -0.103587 1.478029 -1.828428 0.365 0.557 0.304
H -1.802422 0.081275 -2.640656 -0.073 -0.031 -0.102
H -0.460063 -1.404753 2.259953 -0.007 -0.037 0.040
H 1.174312 0.875695 0.952434 -0.004 -0.046 -0.024
H 1.826192 -0.129192 2.257286 0.000 -0.054 0.104
H 0.432628 0.920060 2.556149 -0.023 0.084 0.142
```
Positions in Å, forces in eV/Å.

## Properties
- Energy above the lowest of the compared OMol25 structures with the same formula, charge and spin: 16.5 kcal per mole
- F_max: 4.1 eV/Å
- Charge: 0
- Lowest unoccupied orbital energy (alpha / beta): 0.810 / -1.903 eV
- HOMO-LUMO gap (alpha / beta): 0.284 / 0.339 Ha
- Spin multiplicity: 3

For each atom in turn, the Mulliken charge in e is:
1 C 0.1586
2 C -0.4524
3 C 0.5334
4 C -0.9475
5 O -0.3559
6 O -0.2880
7 Cl -0.1087
8 H 0.3134
9 H 0.3478
10 H 0.2205
11 H 0.2776
12 H 0.3011


The following is a DFT calculation (ωB97M-V with the def2-TZVPD basis set) of one molecule with the formula C4H5ClOS at a distorted geometry.

Structure (XYZ):
```
12
Properties=species:S:1:pos:R:3:forces:R:3
C -3.428920 -0.477834 0.077597 0.173 -0.456 0.670
C -1.275725 0.537539 -0.041756 -0.070 0.069 -0.255
C 0.049285 0.401169 -0.053530 1.261 -0.214 0.041
C 0.652290 -0.924395 -0.111028 -0.695 -0.077 0.000
H -3.717828 -1.506324 0.253720 -0.244 -0.140 -0.156
H -3.871052 -0.120780 -0.828527 -0.412 0.397 -0.483
H -3.735611 0.075295 0.963164 0.028 0.373 -0.088
H -1.773372 1.478126 -0.091169 -0.251 0.751 0.186
H -0.106526 -1.699941 -0.283457 0.306 0.241 0.092
O -2.025129 -0.545727 -0.046858 -0.166 -0.998 0.050
S 2.192044 -1.350159 0.049810 0.292 0.115 -0.018
Cl 1.079479 1.795477 0.019793 -0.221 -0.062 -0.040
```
Positions in Å, forces in eV/Å.

## Properties
- Energy above the lowest of the compared OMol25 structures with the same formula, charge and spin: 29.2 kcal per mole
- F_max: 1.3 eV/Å
- Charge: 0
- Lowest unoccupied orbital energy: -0.487 eV
- HOMO-LUMO gap: 0.294 Ha
- Spin multiplicity: 1

For each atom in turn, the Mulliken charge in e is:
1 C -0.7620
2 C -0.2469
3 C 0.3776
4 C -0.3085
5 H 0.2563
6 H 0.3292
7 H 0.3413
8 H 0.4486
9 H 0.3067
10 O -0.3194
11 S -0.2354
12 Cl -0.1877


The following is a DFT calculation (ωB97M-V with the def2-TZVPD basis set) of one molecule with the formula C4H5ClS at a distorted geometry.

Structure (XYZ):
```
11
Properties=species:S:1:pos:R:3:forces:R:3
C 0.230313 0.323385 0.976094 1.665 -0.753 -0.090
C 0.039011 0.198932 -0.572504 -1.354 1.803 0.407
C -0.803086 -0.948317 -0.912766 0.845 -0.810 -0.478
C -1.305133 -1.994678 -1.237545 0.258 0.898 0.137
H 1.723841 2.161059 1.352381 -0.919 0.036 0.088
H 1.089398 -0.324603 1.348837 -0.950 0.959 -0.570
H -0.634657 -0.054272 1.501866 -0.446 -0.183 -0.245
H -0.533227 1.151365 -0.821431 0.774 -1.222 -0.056
H -1.750731 -2.882212 -1.604901 -0.186 -0.161 0.073
S 0.366680 2.043019 1.555571 1.241 -0.267 -0.196
Cl 1.577592 0.326322 -1.585602 -0.929 -0.300 0.929
```
Positions in Å, forces in eV/Å.

## Properties
- Energy above the lowest of the compared OMol25 structures with the same formula, charge and spin: 43.7 kcal per mole
- F_max: 2.3 eV/Å
- Charge: 0
- Lowest unoccupied orbital energy: 0.782 eV
- HOMO-LUMO gap: 0.379 Ha
- Spin multiplicity: 1

For each atom in turn, the Mulliken charge in e is:
1 C -0.7964
2 C 0.2841
3 C -0.7066
4 C 0.0702
5 H 0.1389
6 H 0.3506
7 H 0.3454
8 H 0.2679
9 H 0.4300
10 S -0.1948
11 Cl -0.1894


> Which of these has the highest spin multiplicity?

C4H5ClO2


> Which formula does entry 2 have?

C4H5ClN2S